Record 1
The following is a quantum chemistry calculation of C31H36CeN5O2S2 as an isolated structure, from the Open Molecules 2025 dataset.

Structure (ORCA input):
```
! RIJCOSX wB97M-V def2-TZVPD def2/J DEFGRID3
* xyz -2 2
Ce -0.59768 -0.30662 0.08564
C -0.74367 -3.83499 3.08863
C -0.56929 -2.38266 2.68883
O -0.94073 -2.08357 1.52080
C -0.02376 -1.50494 3.62037
C 0.31487 -0.12798 3.41399
C 0.99100 0.57704 4.55926
N 0.10508 0.49867 2.28964
N 0.58532 1.82274 2.27244
C 0.61068 2.36183 1.09983
O 0.26594 1.83369 -0.02576
C 1.20988 3.74888 1.04346
C 1.19839 4.42861 -0.16350
C 1.77164 5.69545 -0.27577
C 2.36470 6.29059 0.82388
C 2.37865 5.61403 2.03738
C 1.80459 4.35163 2.14550
H -0.92685 -4.42785 2.19259
H -1.60494 -3.94129 3.75519
H 0.14164 -4.21192 3.60696
H 0.22714 -1.91923 4.58968
H 0.86588 0.00481 5.47996
H 0.59236 1.58126 4.67851
H 2.05816 0.68408 4.34583
H 0.72785 3.94458 -1.01030
H 1.75134 6.21551 -1.22664
H 2.81650 7.27221 0.73877
H 2.84095 6.07131 2.90436
H 1.80750 3.80697 3.08141
N -0.49165 0.38765 -2.53159
C -0.62911 -0.64042 -3.46817
C -1.78992 -0.67546 -4.24529
C -1.97142 -1.65157 -5.20365
C -0.98779 -2.60967 -5.40814
C 0.14053 -2.59920 -4.59785
C 0.34467 -1.64257 -3.60275
C 1.46613 -1.83637 -2.62030
C 2.61765 -2.41709 -3.04312
C 3.35046 -3.29780 -2.16737
C 2.96328 -3.49193 -0.89165
C 1.97558 -2.63686 -0.25542
C 1.10680 -1.69111 -1.20419
H -1.24736 1.05754 -2.53045
H 0.41889 0.81883 -2.50636
H -2.55833 0.06967 -4.06231
H -2.88979 -1.67155 -5.77925
H -1.12234 -3.39276 -6.14405
H 0.86669 -3.39679 -4.68849
H 2.86395 -2.41934 -4.10219
H 4.14479 -3.90501 -2.58841
H 3.34627 -4.33704 -0.32869
H 1.49799 -3.04925 0.62765
C 3.57009 0.16778 1.09789
C 3.37110 -0.38784 -0.31754
C 4.68882 -1.07622 -0.70446
C 3.13910 0.76297 -1.29418
N 2.12124 -1.20142 -0.22544
H 4.47059 0.79408 1.14640
H 3.67971 -0.66408 1.80392
H 2.71028 0.76030 1.40847
H 5.48144 -0.33374 -0.57456
H 4.70645 -1.41512 -1.73957
H 4.90829 -1.93049 -0.05686
H 3.95178 1.49217 -1.20025
H 2.20280 1.27489 -1.07912
H 3.12204 0.39160 -2.32429
S -3.01418 1.02922 -0.40266
C -3.47063 -0.68312 -0.13963
N -3.92933 -0.93950 1.25515
C -4.23018 -2.35692 1.32976
C -4.98748 -2.72124 0.02050
S -4.97578 -1.22087 -1.00288
H -3.25080 -0.64652 1.93639
H -4.84127 -2.55983 2.21363
H -3.32339 -2.97909 1.37719
H -6.02081 -3.02612 0.20413
H -4.46544 -3.52268 -0.50404
*
```

Properties
E_HOMO (alpha / beta): 0.92 / 0.91 eV
DFT total energy: -78875.9670 eV
energy above the lowest of the compared OMol25 structures with the same formula, charge and spin: 1.775 eV
HOMO-LUMO gap (alpha / beta): 3.503 / 3.513 eV
LUMO energy (alpha / beta): 4.4 / 4.4 eV



Record 2
The following is a quantum chemistry calculation of C31H36Cl4InNO2P2S as an isolated structure, from the Open Molecules 2025 dataset.

Structure (ORCA input):
```
! RIJCOSX wB97M-V def2-TZVPD def2/J DEFGRID3
* xyz -1 2
In 0.56720 -0.67440 -1.76160
C 0.38259 -2.82225 4.24874
C 0.10042 -2.58681 2.70937
C -0.94633 -3.58974 2.19951
P -0.29487 -0.77282 2.26302
C -1.17399 -0.01133 3.69157
C -0.35090 0.84625 4.62010
C -2.39346 0.74275 3.08825
C 1.20807 0.14017 2.11883
C 2.40229 -0.24847 2.80354
C 3.53677 0.52452 2.79622
C 3.57011 1.73900 2.03424
C 2.48531 2.07005 1.25267
C 1.30303 1.27379 1.23026
N 0.25003 1.36592 0.33227
C -0.22420 2.54122 -0.15388
C 0.05235 3.77154 0.53674
C -0.59621 4.95173 0.17984
C -1.53058 4.93886 -0.82698
C -1.88834 3.72950 -1.48845
C -1.17208 2.53386 -1.21757
P -1.30347 0.99939 -2.16060
C -2.72173 0.00173 -1.50192
C -3.94461 -0.04722 -2.43013
C -2.30436 -1.42687 -1.14030
C -1.29073 1.18306 -4.02361
C 0.66913 2.30294 -5.30583
C -2.05456 2.37040 -4.54628
H 1.04336 -3.68805 4.35009
H -0.56967 -3.06038 4.78989
H 0.85930 -1.91721 4.69656
H 1.04456 -2.75327 2.15075
H -1.96734 -3.40355 2.59754
H -0.68785 -4.60224 2.51241
H -0.93395 -3.61472 1.10681
H -1.59211 -0.86237 4.27832
H 0.15769 1.67049 4.10331
H 0.46015 0.26268 5.16392
H -1.00872 1.28102 5.38138
H -2.13666 1.72932 2.63934
H -3.13452 0.91287 3.86906
H -2.83191 0.08230 2.34281
H 2.37902 -1.23032 3.33650
H 4.40064 0.22619 3.41940
H 4.43655 2.41110 2.08701
H 2.50566 2.95354 0.62175
H 0.60453 3.71983 1.46998
H -0.43044 5.87794 0.78174
H -2.14383 5.82356 -1.12756
H -2.80992 3.71728 -2.08926
H -3.12031 0.60345 -0.66223
H -3.90253 -0.87186 -3.19452
H -4.07028 0.94085 -2.94499
H -4.81100 -0.21405 -1.77792
H -2.05118 -1.98289 -2.06591
H -3.23465 -1.84711 -0.65432
H -1.49039 -1.44153 -0.40684
H -1.77176 0.26635 -4.32075
H 0.32851 3.29265 -5.01120
H 0.36708 2.12336 -6.33943
H 1.75413 2.31264 -5.29361
H -1.56325 3.28986 -4.24265
H -3.06258 2.39767 -4.08416
H -2.12498 2.33668 -5.60332
Cl 5.71826 -4.72419 0.12076
C 4.34041 -4.05858 -0.70486
C 3.45238 -4.98556 -1.37345
Cl 3.95700 -6.51951 -1.90159
C 2.18257 -4.52958 -1.66209
Cl 0.89275 -5.44199 -2.21708
C 1.82355 -3.18250 -1.48048
O 0.65390 -2.72426 -1.90884
C 2.74725 -2.25436 -0.87531
O 2.27853 -1.05685 -0.53370
C 4.05074 -2.72029 -0.53226
Cl 5.16289 -1.58356 0.07858
S 1.34681 -0.01402 -4.02475
C 0.16468 1.20640 -4.41283
*
```

Properties
E_HOMO (alpha / beta): -4.04 / -4.05 eV
DFT total energy: -122993.4745 eV
energy above the lowest of the compared OMol25 structures with the same formula, charge and spin: 0.000 eV
HOMO-LUMO gap (alpha / beta): 6.295 / 6.290 eV
LUMO energy (alpha / beta): 2.3 / 2.2 eV



Record 3
The following is a quantum chemistry calculation of a 5-piece molecular cluster, C31H36F30N2O13PS2 overall, from the Open Molecules 2025 dataset.

Structure (ORCA input):
```
! RIJCOSX wB97M-V def2-TZVPD def2/J DEFGRID3
* xyz 1 1
C -2.60015 -1.08628 1.54098
S -2.47059 -1.02633 -0.25403
O -3.70307 -1.41914 -0.86527
O -2.14051 0.33309 -0.64043
C -1.19454 -2.21824 -0.89167
O -1.79559 -3.18987 -1.69269
C -1.65237 -2.94111 -3.06607
S -2.98017 -3.78823 -3.97005
O -4.24754 -3.50161 -3.45575
O -2.85796 -3.58535 -5.38180
F -2.71713 -5.31325 -3.73691
C -1.59666 -1.44777 -3.43632
N -0.27170 -0.96957 -2.91419
P -0.03660 0.82644 -3.11265
N -0.22894 1.26079 -4.59723
C 0.00492 -1.48218 -1.50748
C 1.26786 -2.36809 -1.57381
C 1.91516 -2.62809 -0.20595
C 2.86196 -1.49022 0.18303
F 3.83121 -1.51927 -0.76500
F 2.29318 -0.27268 0.07234
C 3.60067 -1.70962 1.52357
F 4.61004 -0.86627 1.62474
F 4.19139 -2.91104 1.40175
C 2.73062 -1.79307 2.81415
F 2.24138 -3.03892 2.87452
F 3.53799 -1.68566 3.84637
C 1.50619 -0.85265 2.96128
F 0.56440 -1.07560 2.03063
F 0.92891 -1.23825 4.10420
C 1.80914 0.66352 3.16101
F 2.29573 0.74965 4.39722
F 2.78532 1.11116 2.37533
C 0.55743 1.60561 3.11198
F 0.70583 2.50094 4.06534
F -0.56784 0.95667 3.45055
C 0.25861 2.26472 1.73877
F 0.15319 1.35135 0.76361
F -0.94899 2.80272 1.85168
C 1.21352 3.39192 1.23763
F 0.47922 4.23231 0.52782
F 1.79711 4.07912 2.18392
F 2.13232 2.93341 0.41080
H -1.81775 -0.46348 1.97462
H -3.58364 -0.67081 1.76753
H -2.54572 -2.13410 1.84637
H -0.81797 -2.74477 -0.00610
H -0.70578 -3.39256 -3.40914
H -1.64755 -1.38131 -4.52593
H -2.40246 -0.85305 -2.99250
H 0.42718 -1.39207 -3.53702
H -0.95537 1.53436 -2.31167
H 1.29317 1.05499 -2.66678
H -0.48999 0.48696 -5.20312
H 0.25202 -0.61356 -0.88662
H 2.04102 -1.94661 -2.23068
H 1.04209 -3.35261 -2.00453
H 1.21637 -2.89907 0.58721
H 2.56773 -3.49628 -0.33187
C 6.13168 -0.60377 5.02702
C 7.22593 -1.30370 4.24889
O 8.27514 -1.74411 5.12342
C 8.06618 -2.90590 5.74042
O 7.09118 -3.58842 5.62335
C 9.28578 -3.27059 6.59724
F 9.73894 -2.21451 7.28995
F 10.29290 -3.71122 5.82410
F 8.99492 -4.23329 7.47352
H 6.54489 0.21383 5.61889
H 5.37949 -0.20237 4.35018
H 5.64371 -1.28866 5.72133
H 7.68519 -0.61033 3.54607
H 6.83404 -2.14016 3.66928
C -7.36588 4.82671 -0.64886
C -6.20922 4.08263 -0.01725
O -5.31003 3.57740 -1.02496
C -4.40980 4.43794 -1.48814
O -4.28597 5.57531 -1.14645
C -3.50408 3.74121 -2.51224
F -4.19840 2.97604 -3.36676
F -2.60649 2.93177 -1.89589
F -2.81134 4.61406 -3.24066
H -7.87495 4.19427 -1.37721
H -8.08200 5.13527 0.11192
H -7.01942 5.71448 -1.17813
H -6.57683 3.21266 0.52427
H -5.67197 4.70670 0.69648
C -1.06009 3.86679 7.31912
C -1.36027 4.55461 6.00390
O -2.28916 5.63322 6.19043
C -1.76465 6.79108 6.59397
O -0.60679 6.99081 6.80882
C -2.86604 7.85419 6.70022
F -3.96738 7.37051 7.29650
F -3.22468 8.28865 5.47878
F -2.45800 8.91049 7.40304
H -1.98366 3.53973 7.79841
H -0.41818 2.99973 7.16047
H -0.56065 4.54495 8.01085
H -1.83853 3.85423 5.31957
H -0.45000 4.91071 5.52062
C -3.26954 -4.71111 -10.85480
C -1.85691 -4.70761 -11.39837
O -0.93038 -4.19596 -10.41929
C -0.50193 -5.06386 -9.51104
O -0.81616 -6.21394 -9.43507
C 0.50876 -4.38316 -8.58017
F 0.10989 -3.15848 -8.18718
F 1.70042 -4.22995 -9.17725
F 0.72801 -5.08107 -7.46243
H -3.54657 -3.71603 -10.50390
H -3.97390 -5.02201 -11.62553
H -3.36245 -5.39015 -10.00684
H -1.78890 -4.04181 -12.25652
H -1.55216 -5.69888 -11.73182
*
```

Properties
E_HOMO: -12.89 eV
DFT total energy: -174803.5802 eV
energy above the lowest of the compared OMol25 structures with the same formula, charge and spin: 0.000 eV
HOMO-LUMO gap: 9.751 eV
LUMO energy: -3.1 eV



Record 4
The following is a quantum chemistry calculation of C31H36N2O2P2S2Ta as an isolated structure, from the Open Molecules 2025 dataset.

Structure (ORCA input):
```
! RIJCOSX wB97M-V def2-TZVPD def2/J DEFGRID3
* xyz 1 1
Ta 0.57599 -0.32898 0.10055
C 1.83786 3.04914 1.92955
P 1.20960 1.35511 2.15547
C 2.28922 0.73720 3.47208
C -0.43031 1.65206 2.88401
C -0.70220 1.65004 4.24144
C -1.99150 1.89492 4.69930
C -3.00547 2.15738 3.79628
C -2.73984 2.16379 2.43088
C -1.46031 1.91080 1.96110
P -1.12606 1.74429 0.16032
C -0.83880 3.40237 -0.53774
C -2.72645 1.26899 -0.55077
H 1.79234 3.54881 2.89855
H 1.24229 3.61852 1.22325
H 2.87111 3.03122 1.58307
H 2.32588 1.43981 4.30533
H 3.29566 0.62589 3.06675
H 1.94795 -0.23517 3.81897
H 0.08391 1.43781 4.95520
H -2.19945 1.87635 5.76047
H -4.01146 2.34341 4.14608
H -3.55433 2.34231 1.74291
H -1.63622 4.08027 -0.23026
H -0.84894 3.31876 -1.62468
H 0.11965 3.82507 -0.25259
H -3.46748 2.05969 -0.43329
H -3.07309 0.35257 -0.07403
H -2.59021 1.08012 -1.61521
S 2.38410 1.21807 -0.75301
C 2.95945 -0.28514 -1.46568
C 4.01889 -0.47216 -2.34084
C 4.28492 -1.76426 -2.75883
C 3.49798 -2.82413 -2.31605
C 2.45003 -2.55749 -1.46084
N 2.20346 -1.30948 -1.04730
H 4.60809 0.37005 -2.67218
H 5.10768 -1.94915 -3.43683
H 3.68839 -3.83826 -2.63302
H 1.78392 -3.32530 -1.09349
O -2.84617 -1.64501 1.86878
C -1.66024 -1.52587 2.00400
O -0.95106 -0.73442 1.18758
C -0.82926 -2.13192 3.07057
C -1.49474 -2.53642 4.22713
C -0.80043 -3.07463 5.29493
C 0.57392 -3.23258 5.19666
C 1.24078 -2.85906 4.04180
C 0.55516 -2.29881 2.96397
S 1.55113 -1.99758 1.51795
H -2.56802 -2.40762 4.26566
H -1.32643 -3.37309 6.19063
H 1.13398 -3.65912 6.01814
H 2.30922 -3.01304 3.96245
C -1.36800 1.76281 -5.27263
N -0.11909 1.39747 -4.64671
C 0.85991 0.77651 -5.50690
C -0.15281 0.94451 -3.28240
C -0.61271 -0.47076 -2.95506
C -1.18881 -1.26020 -3.94465
C -1.63885 -2.54269 -3.67619
C -1.53785 -3.05151 -2.39522
C -0.97738 -2.26890 -1.39737
C -0.47491 -0.98049 -1.64621
H -1.16410 2.39186 -6.14101
H -1.96712 2.35119 -4.57459
H -1.98837 0.92263 -5.61498
H 1.02829 1.40730 -6.38144
H 0.58953 -0.22627 -5.86714
H 1.80817 0.69071 -4.97131
H -0.79215 1.64092 -2.72763
H 0.84813 1.08122 -2.86762
H -1.28895 -0.86910 -4.94543
H -2.08250 -3.13470 -4.46567
H -1.91118 -4.03996 -2.16363
H -0.93334 -2.69868 -0.40135
*
```

Properties
E_HOMO: -10.40 eV
DFT total energy: -81604.7191 eV
energy above the lowest of the compared OMol25 structures with the same formula, charge and spin: 0.302 eV
HOMO-LUMO gap: 6.769 eV
LUMO energy: -3.6 eV



Record 5
The following is a quantum chemistry calculation of C31H37Br9F2O12 as an isolated structure, from the Open Molecules 2025 dataset.

Structure (ORCA input):
```
! RIJCOSX wB97M-V def2-TZVPD def2/J DEFGRID3
* xyz 1 2
C 4.03893 -2.05860 -0.60662
C 5.38478 -2.61087 -1.01297
C 5.60266 -2.96304 -2.47007
O 6.73421 -2.21249 -2.86181
C 6.98502 -1.34271 -1.96750
O 7.72330 -0.38754 -2.01788
O 6.21801 -1.51064 -0.91653
H 3.21685 -2.73985 -0.82610
H 3.67484 -1.15400 -1.09369
H 3.95131 -1.94413 0.47381
H 5.65626 -3.46510 -0.39273
H 4.77643 -2.78947 -3.15951
H 5.81387 -4.03150 -2.42659
C -1.35542 -7.23752 4.06636
C -1.86823 -6.01402 3.27327
C -3.31687 -5.62778 3.52841
O -3.19410 -4.20401 3.38771
C -1.97927 -3.83321 3.81751
O -1.73858 -2.69144 4.04088
O -1.23534 -4.91820 3.89383
H -0.26893 -7.23108 4.15359
H -1.74390 -8.12987 3.57556
H -1.71592 -7.15448 5.09166
H -1.50645 -5.97269 2.24589
H -3.46708 -5.98041 4.54880
H -4.05606 -6.05524 2.85093
C 3.66209 1.65830 -6.53255
C 3.30788 0.97864 -5.23918
C 4.47970 0.25259 -4.57288
O 4.29021 0.48302 -3.22155
C 3.62503 1.56020 -3.05477
O 3.62547 2.26600 -2.09313
O 3.08389 1.94910 -4.25880
H 2.81973 2.25584 -6.88108
H 3.91659 1.11421 -7.44211
H 4.36192 2.46753 -6.32404
H 2.44856 0.32886 -5.40489
H 5.45769 0.56062 -4.94268
H 4.50079 -0.83500 -4.64215
C -6.73719 -1.93203 5.12351
C -6.13843 -0.90333 4.14908
C -4.78080 -1.32235 3.55652
O -4.77679 -0.86418 2.24197
C -5.99975 -0.71098 1.81317
O -6.32921 -0.53464 0.62406
O -6.81916 -0.83558 2.88360
H -6.41468 -2.03756 6.15934
H -6.56114 -2.94942 4.77419
H -7.82388 -1.85176 5.09592
H -6.20177 0.12676 4.49980
H -4.60276 -2.39731 3.58594
H -3.92843 -0.95418 4.12750
F -1.66448 2.75451 0.46957
C -0.87625 1.64427 0.51753
C 0.41888 1.75243 0.08730
C 1.26021 0.67124 0.23268
C 0.78435 -0.58763 0.68180
C -0.54323 -0.66790 1.09788
C -1.37163 0.47773 1.06568
H 0.83621 2.67766 -0.28174
H 2.29742 0.78742 -0.04498
H 1.48268 -1.34671 1.00201
H -0.91831 -1.57781 1.54261
H -2.38692 0.42342 1.42986
F 0.63046 3.84749 -5.83895
C -0.01714 4.41207 -4.81828
C -0.86440 5.52651 -4.92704
C -1.58594 5.95651 -3.81829
C -1.47064 5.24013 -2.64540
C -0.63569 4.14648 -2.55492
C 0.04205 3.71428 -3.61759
H -1.04370 5.90308 -5.92325
H -2.40167 6.66070 -3.88964
H -2.04524 5.61477 -1.81120
H -0.64467 3.63293 -1.60488
H 0.69485 2.87132 -3.44536
C 0.06123 5.51725 2.86555
Br -0.60563 7.36426 3.03222
Br 1.59715 5.33169 4.13762
Br 0.53112 5.16010 0.98035
H -0.75081 4.88276 3.22068
C -3.55787 7.17238 -0.09828
Br -3.12446 5.30931 0.49932
Br -4.95008 7.15666 -1.57415
Br -1.98662 8.24309 -0.59437
H -4.04005 7.70032 0.72445
C 2.37465 -4.51847 2.25196
Br 3.76139 -5.37202 1.04671
Br 0.64084 -4.16376 1.31814
Br 3.04846 -2.77983 2.93632
H 2.22782 -5.15167 3.12695
*
```

Properties
E_HOMO (alpha / beta): -11.97 / -10.67 eV
DFT total energy: -693122.7724 eV
HOMO-LUMO gap (alpha / beta): 8.839 / 2.331 eV
LUMO energy (alpha / beta): -3.1 / -8.3 eV